1.
ORCA calculation (ωB97M-V/def2-TZVPD) on 6 unconnected molecules or ions with the total composition C10H34N2O7 at a distorted geometry.

Computed properties:
strongest force on any atom	0.0720	hartree/bohr
net charge	0
LUMO level	-0.0061	Ha
gap between HOMO and LUMO	9.307	eV

Last column: Löwdin charge in e.
Geometry (Å):
1 C -2.4899 -1.6167 3.1480  -0.088
2 C -1.2241 -1.0984 2.5467  -0.403
3 C -1.2880 -1.2707 1.0267  -0.226
4 O -1.3845 -2.6071 0.5321  -0.178
5 C -1.2284 -2.7266 -0.8776  -0.087
6 N -1.1900 0.3295 3.0041  0.050
7 H -2.7104 -1.3940 4.1920  0.079
8 H -2.3818 -2.7007 3.1838  0.078
9 H -3.4349 -1.4985 2.6178  0.086
10 H -0.3663 -1.7195 2.8048  0.127
11 H -0.3962 -0.8654 0.5488  0.081
12 H -2.0814 -0.6328 0.6373  0.114
13 H -1.5259 -3.7260 -1.1952  0.088
14 H -0.2056 -2.6117 -1.2365  0.077
15 H -1.8947 -2.0132 -1.3623  0.083
16 H -0.5717 0.8129 2.3685  0.036
17 H -2.0468 0.8596 3.0741  0.068
18 C 2.1442 -1.5659 1.2573  -0.034
19 C 2.9678 -0.5443 0.4229  -0.430
20 C 3.2438 -0.9457 -1.0777  -0.150
21 O 3.8549 -2.2460 -1.1848  -0.160
22 C 4.9292 -2.2493 -2.0954  -0.138
23 N 2.2773 0.6527 0.5427  0.029
24 H 1.9545 -1.2059 2.2685  0.076
25 H 2.6670 -2.5054 1.4367  0.084
26 H 1.1936 -1.8638 0.8150  0.053
27 H 3.9573 -0.4666 0.8733  0.135
28 H 3.8237 -0.1404 -1.5287  0.114
29 H 2.3135 -1.0705 -1.6318  0.123
30 H 5.1956 -1.4275 -2.7601  0.080
31 H 4.8157 -3.0756 -2.7971  0.086
32 H 5.9038 -2.3048 -1.6105  0.081
33 H 2.1680 0.8129 1.5339  0.088
34 H 2.8570 1.4295 0.2587  0.083
35 C -4.0218 1.6642 -0.4725  -0.246
36 C -3.4815 1.7529 -1.9024  -0.289
37 O -2.6575 0.6893 -2.2109  -0.072
38 O -5.1123 2.5266 -0.3345  -0.068
39 H -3.1603 1.7672 0.1874  0.113
40 H -4.5066 0.6896 -0.4155  0.120
41 H -2.9417 2.6494 -2.2073  0.122
42 H -4.2533 1.8041 -2.6704  0.115
43 H -1.7462 0.9502 -2.0590  0.039
44 H -5.8088 2.2559 -0.9372  0.087
45 O 0.2155 3.7978 0.1335  -0.021
46 H -0.2070 3.3185 0.8462  0.066
47 H 0.9636 4.2300 0.5455  0.079
48 O 2.2140 3.5144 -2.1545  -0.040
49 H 2.6789 2.8211 -1.6861  0.010
50 H 1.3971 3.6265 -1.6683  -0.010
51 O -0.0249 1.6322 -1.2234  -0.057
52 H 0.5421 1.0352 -0.7353  -0.004
53 H 0.0641 2.4712 -0.7713  -0.050


2.
ORCA calculation (ωB97M-V/def2-TZVPD) on 9 unconnected molecules or ions with the total composition C10H36O17P at a distorted geometry.

Computed properties:
strongest force on any atom	0.0372	hartree/bohr
net charge	-3
LUMO level	0.2405	Ha
gap between HOMO and LUMO	6.506	eV

Last column: Löwdin charge in e.
Geometry (Å):
1 P -0.0559 -0.1949 -0.0922  0.160
2 O -1.0729 0.7195 0.6084  -0.353
3 O 0.2291 -1.4641 0.7621  -0.381
4 O 1.3251 0.5549 -0.1704  -0.387
5 O -0.4838 -0.5630 -1.5542  -0.386
6 O 0.1944 3.9107 1.7756  -0.104
7 H -0.4494 3.2011 1.8988  0.019
8 H 0.7131 3.6022 1.0008  -0.004
9 O -3.1773 -0.7301 -1.0073  -0.117
10 H -3.1467 -0.6826 -0.0447  0.008
11 H -2.2049 -0.6893 -1.2778  -0.005
12 O 1.7917 -2.9455 2.3910  -0.135
13 H 1.1975 -2.4626 1.7415  -0.007
14 H 2.2372 -2.2134 2.8287  -0.016
15 C -3.9709 2.5157 1.0203  -0.273
16 C -3.7493 2.4831 -0.5067  -0.299
17 O -2.3820 2.5212 -0.8003  -0.104
18 O -3.7506 1.2434 1.6154  -0.105
19 H -5.0151 2.8258 1.1905  0.092
20 H -3.3143 3.2647 1.4792  0.105
21 H -4.3311 3.2941 -0.9650  0.093
22 H -4.1701 1.5223 -0.8350  0.097
23 H -1.9811 1.7221 -0.3271  0.026
24 H -2.7933 1.0247 1.4778  0.055
25 C -1.0937 -4.7532 -0.1000  -0.300
26 C -2.1712 -3.6806 0.0785  -0.297
27 O -2.0165 -2.8957 1.2274  -0.103
28 O 0.1610 -4.2149 -0.3426  -0.076
29 H -1.3761 -5.4725 -0.8828  0.093
30 H -1.0761 -5.3341 0.8415  0.101
31 H -3.1829 -4.1055 0.1023  0.104
32 H -2.1223 -3.0299 -0.8077  0.100
33 H -1.1839 -2.3391 1.0805  0.041
34 H 0.2203 -3.2468 -0.1814  0.061
35 C 2.7902 1.2894 2.7618  -0.287
36 C 3.0674 1.2599 4.2449  -0.254
37 O 1.8806 0.9608 5.0113  -0.070
38 O 2.4441 0.0257 2.3128  -0.080
39 H 3.7253 1.6143 2.2796  0.105
40 H 1.9992 2.0289 2.6027  0.118
41 H 3.3840 2.2627 4.5912  0.103
42 H 3.9338 0.6387 4.5200  0.104
43 H 2.0752 1.2741 5.8972  0.054
44 H 1.9268 0.1171 1.4498  0.060
45 C 3.2019 3.2631 -0.5212  -0.257
46 C 3.8045 2.1579 -1.3672  -0.281
47 O 3.8391 0.9558 -0.6353  -0.128
48 O 1.7809 3.2625 -0.4671  -0.118
49 H 3.5479 4.2763 -0.7597  0.099
50 H 3.5305 3.1051 0.5135  0.098
51 H 4.8280 2.4663 -1.6053  0.095
52 H 3.2253 1.9034 -2.2589  0.120
53 H 2.8688 0.7122 -0.4322  0.034
54 H 1.5063 2.3109 -0.3341  0.056
55 C -0.3097 -2.6471 -4.1049  -0.281
56 C -1.2939 -1.6822 -4.7171  -0.294
57 O -1.8997 -0.8063 -3.7841  -0.108
58 O 0.8426 -2.0174 -3.5719  -0.094
59 H 0.0713 -3.2593 -4.9419  0.100
60 H -0.7596 -3.3289 -3.3784  0.112
61 H -2.1482 -2.2724 -5.1075  0.099
62 H -0.9339 -1.1347 -5.6038  0.097
63 H -1.2477 -0.6328 -3.0261  0.042
64 H 0.5207 -1.4920 -2.7931  0.051


3.
ORCA calculation (ωB97M-V/def2-TZVPD) on 8 unconnected molecules or ions with the total composition C10H36O8 at a distorted geometry.

Computed properties:
strongest force on any atom	0.0472	hartree/bohr
net charge	0
LUMO level	0.0052	Ha
gap between HOMO and LUMO	10.250	eV

Last column: Löwdin charge in e.
Geometry (Å):
1 C -5.5945 1.6416 2.7535  -0.176
2 O -4.8805 2.4115 1.8300  -0.128
3 H -6.2301 2.3900 3.2266  0.076
4 H -6.1369 0.8448 2.2445  0.079
5 H -4.9850 1.1768 3.5285  0.077
6 H -5.3234 2.3772 0.9790  0.074
7 C 3.4350 -0.6809 -4.1750  -0.169
8 O 3.7597 0.5434 -3.5158  -0.118
9 H 2.5210 -1.1215 -3.7767  0.071
10 H 3.3017 -0.6159 -5.2549  0.076
11 H 4.2112 -1.4283 -4.0108  0.071
12 H 3.6177 0.3566 -2.5849  0.069
13 C -2.1763 -5.1931 3.7119  -0.180
14 O -1.4000 -4.1206 4.1655  -0.125
15 H -1.8667 -5.9683 4.4129  0.075
16 H -3.2411 -4.9925 3.8305  0.079
17 H -1.7942 -5.5961 2.7740  0.079
18 H -1.2858 -3.4827 3.4572  0.071
19 C 4.1627 -4.3658 2.0242  -0.177
20 O 4.9499 -3.3702 1.4132  -0.122
21 H 4.3951 -4.4112 3.0882  0.077
22 H 3.1152 -4.0650 2.0403  0.075
23 H 4.2476 -5.3273 1.5177  0.077
24 H 5.8270 -3.4857 1.7860  0.071
25 C 3.6034 1.6152 4.3399  -0.061
26 C 3.8409 2.2477 2.9343  -0.491
27 C 5.3601 2.5311 2.7430  -0.058
28 O 3.3130 1.3859 1.9748  -0.051
29 H 2.5407 1.3883 4.4256  0.074
30 H 3.9064 2.2845 5.1450  0.071
31 H 4.1813 0.7016 4.4790  0.074
32 H 3.3127 3.1988 2.8675  0.134
33 H 5.6571 3.1854 3.5627  0.070
34 H 5.4960 3.1626 1.8650  0.073
35 H 6.0082 1.6558 2.7855  0.077
36 H 3.7943 0.5553 1.9822  0.089
37 C -2.6372 1.2132 -5.6230  -0.084
38 C -2.8245 2.3677 -4.6979  -0.495
39 C -2.8535 3.7067 -5.4265  -0.056
40 O -4.0885 2.1578 -4.0685  -0.072
41 H -2.3762 0.3032 -5.0827  0.080
42 H -1.8223 1.3792 -6.3277  0.077
43 H -3.4674 0.9637 -6.2837  0.083
44 H -2.0285 2.2974 -3.9567  0.141
45 H -3.0163 4.4855 -4.6815  0.080
46 H -3.6464 3.7859 -6.1702  0.083
47 H -1.8683 3.7688 -5.8889  0.080
48 H -4.8512 2.3659 -4.6131  0.084
49 O -1.3049 -0.5316 0.9678  -0.055
50 H -2.0750 0.0305 0.8829  0.024
51 H -0.5620 0.0580 0.8387  0.030
52 O -5.0093 -2.2100 -1.4667  -0.052
53 H -5.1190 -1.3113 -1.7771  0.025
54 H -4.0929 -2.2599 -1.1948  0.026


4.
ORCA calculation (ωB97M-V/def2-TZVPD) on 8 unconnected molecules or ions with the total composition C10H36O8.

Computed properties:
strongest force on any atom	0.0141	hartree/bohr
net charge	0
LUMO level	0.0139	Ha
gap between HOMO and LUMO	10.034	eV

Last column: Löwdin charge in e.
Geometry (Å):
1 C 22.2855 -21.3648 -28.0049  -0.115
2 O 21.4196 -21.5436 -29.1447  -0.143
3 H 21.7042 -21.0359 -27.1404  0.061
4 H 22.7561 -22.3145 -27.7643  0.077
5 H 23.0639 -20.6325 -28.2221  0.087
6 H 21.1915 -20.6722 -29.4775  0.083
7 C 19.0243 -26.3309 -23.2227  -0.109
8 O 20.1280 -25.6049 -22.6420  -0.145
9 H 18.9000 -25.9696 -24.2396  0.072
10 H 19.2544 -27.3981 -23.2916  0.083
11 H 18.1202 -26.2001 -22.6323  0.084
12 H 20.1449 -25.7781 -21.6972  0.087
13 C 21.6659 -20.4015 -23.7735  -0.143
14 O 20.9040 -19.4703 -22.9830  -0.125
15 H 22.3174 -19.8884 -24.4887  0.080
16 H 22.2843 -20.9705 -23.0882  0.052
17 H 20.9987 -21.0675 -24.3274  0.065
18 H 20.2831 -19.0245 -23.5650  0.064
19 C 19.9994 -23.5375 -25.7255  -0.138
20 O 20.9562 -23.8874 -24.7538  -0.133
21 H 20.4155 -22.7091 -26.2946  0.060
22 H 19.8244 -24.3513 -26.4390  0.076
23 H 19.0553 -23.2217 -25.2749  0.084
24 H 20.6464 -24.5907 -24.1718  0.037
25 C 24.6115 -23.7392 -24.7411  -0.149
26 O 23.5182 -22.9680 -25.2267  -0.143
27 H 24.6991 -23.6624 -23.6513  0.062
28 H 24.5124 -24.7898 -25.0252  0.077
29 H 25.5224 -23.3278 -25.1702  0.075
30 H 22.6978 -23.3409 -24.8684  0.026
31 C 18.2135 -20.7668 -27.2194  -0.158
32 O 18.1434 -20.5146 -25.8237  -0.124
33 H 18.2995 -21.8350 -27.4453  0.067
34 H 17.3432 -20.3678 -27.7493  0.081
35 H 19.1034 -20.2690 -27.5979  0.070
36 H 17.2708 -20.7650 -25.5102  0.076
37 C 22.4598 -23.1953 -21.1591  -0.140
38 O 22.3828 -21.7775 -21.1921  -0.132
39 H 23.4495 -23.4688 -21.5258  0.070
40 H 22.3594 -23.5739 -20.1369  0.076
41 H 21.7321 -23.6685 -21.8230  0.062
42 H 21.4610 -21.5092 -21.2275  0.073
43 C 20.5999 -25.3708 -31.8703  -0.063
44 C 20.4975 -24.4020 -30.7090  -0.519
45 C 19.5872 -24.9254 -29.5971  -0.058
46 O 21.8075 -24.1864 -30.2322  -0.050
47 H 21.1547 -26.2592 -31.5677  0.082
48 H 21.1701 -24.9037 -32.6788  0.079
49 H 19.6180 -25.6441 -32.2515  0.075
50 H 20.0506 -23.4624 -31.0627  0.133
51 H 19.5035 -24.1810 -28.8020  0.050
52 H 20.0171 -25.8297 -29.1582  0.083
53 H 18.5946 -25.1660 -29.9826  0.076
54 H 21.8264 -23.3324 -29.7805  0.042


- The highest LUMO level belongs to which entry?
  C10H36O17P


- Which of these has the lowest LUMO level?
  C10H34N2O7


- Which of these has the highest gap between HOMO and LUMO?
  number 3


- Which value of strongest force on any atom does entry 3 give?
  0.0472 hartree/bohr